# C16H23AlN7O3

A structure of composition C16H23AlN7O3 (ωB97M-V/def2-TZVPD, OMol25).

Atoms and positions in Å:
Al: -0.30 0.14 0.12
N: 2.01 -0.05 0.01
N: 2.41 -1.33 0.33
C: 1.49 -2.18 0.83
N: 1.86 -3.43 1.02
N: 0.29 -1.62 1.07
N: -0.75 -2.49 1.40
O: -0.54 -3.62 1.80
O: -1.84 -1.98 1.32
H: 2.07 0.11 -1.00
H: 2.56 0.63 0.53
H: 3.33 -1.66 0.07
H: 2.77 -3.75 0.75
H: 1.18 -4.07 1.42
C: 1.52 2.75 -0.30
N: 0.25 2.06 -0.09
C: -0.81 2.81 0.01
C: -2.00 2.20 0.45
C: -3.29 2.66 0.67
C: -3.99 1.59 1.22
C: -3.10 0.53 1.32
N: -1.88 0.88 0.86
C: 2.34 2.96 0.96
C: 2.07 2.33 2.16
C: 2.87 2.54 3.28
C: 3.96 3.39 3.20
C: 4.23 4.04 2.00
C: 3.43 3.83 0.89
H: 1.34 3.72 -0.77
H: 2.11 2.19 -1.03
H: -0.78 3.87 -0.22
H: -3.66 3.65 0.45
H: -5.02 1.58 1.54
H: -3.29 -0.46 1.70
H: 1.19 1.69 2.27
H: 2.64 2.05 4.21
H: 4.58 3.57 4.06
H: 5.07 4.72 1.93
H: 3.65 4.35 -0.04
C: -1.16 -2.53 -2.49
C: -1.22 -1.02 -2.47
C: -2.65 -0.51 -2.33
O: -0.41 -0.53 -1.42
H: -1.73 -2.94 -3.33
H: -1.59 -2.94 -1.57
H: -0.13 -2.87 -2.58
H: -0.80 -0.64 -3.41
H: -3.06 -0.83 -1.37
H: -3.28 -0.90 -3.12
H: -2.68 0.58 -2.37

## Properties
- ΔE to the lowest compared entry with this formula, charge and spin (kcal/mol) = 8.33
- net charge = +1
- orbital gap (Ha) = 0.2891

Need the Löwdin charges? In units of e they are: 0.21, 0.09, 0.05, -0.34, 0.24, 0.16, -0.37, 0.10, 0.09, 0.13, 0.10, 0.17, 0.14, 0.11, -0.16, 0.00, -0.01, -0.29, 0.00, -0.04, -0.10, 0.04, -0.23, -0.06, -0.07, -0.07, -0.06, -0.04, 0.13, 0.12, 0.15, 0.12, 0.11, 0.10, 0.10, 0.11, 0.11, 0.11, 0.12, -0.05, -0.48, -0.04, -0.13, 0.09, 0.08, 0.08, 0.14, 0.08, 0.09, 0.08